1.
C47H57BrMoN6O5PS2Se | ωB97M-V/def2-TZVPD

* E_HOMO (alpha / beta): -6.513 / -6.147 eV
* E_tot: -8711.46372 a.u.
* 2S+1: 2
* HOMO-LUMO gap (alpha / beta): 5.7 / 5.4 eV

Each line ends with the Mulliken charge.
Cartesian coordinates (Å):
Mo -0.35 0.35 -2.01  -0.440
C 2.40 3.17 -1.27  -1.180
C 1.24 3.89 -1.88  0.771
C 1.04 5.22 -1.55  -0.523
C -0.02 5.94 -2.07  -0.906
C -0.86 5.33 -2.98  -0.808
C -0.66 4.02 -3.38  2.158
C -1.52 3.48 -4.49  -1.485
C 0.36 3.26 -2.77  -0.794
N 0.44 1.89 -3.11  1.214
C 0.75 1.65 -4.41  -0.703
O 1.37 2.40 -5.16  -0.739
C 0.13 0.38 -4.86  0.331
C 0.32 -0.21 -6.10  -0.906
C -0.39 -1.36 -6.41  -0.847
C -1.26 -1.89 -5.46  -0.945
C -1.39 -1.24 -4.25  0.160
N -0.71 -0.13 -3.94  1.585
C -2.17 -1.77 -3.10  -0.016
O -3.00 -2.66 -3.23  -0.742
N -1.79 -1.17 -1.95  1.432
C -2.34 -1.81 -0.81  -0.720
C -1.58 -2.81 -0.17  1.218
C -0.19 -3.12 -0.63  -1.658
C -2.15 -3.54 0.86  -1.095
C -3.44 -3.30 1.28  -1.252
C -4.19 -2.33 0.64  -1.215
C -3.67 -1.61 -0.42  1.414
C -4.59 -0.67 -1.14  -1.401
H 3.33 3.64 -1.56  0.428
H 2.42 2.13 -1.58  -0.543
H 2.33 3.20 -0.18  0.198
H 1.74 5.70 -0.88  0.467
H -0.18 6.96 -1.78  0.405
H -1.68 5.89 -3.42  0.465
H -2.55 3.82 -4.38  0.416
H -1.52 2.39 -4.53  -0.012
H -1.14 3.84 -5.44  0.465
H 1.01 0.25 -6.79  0.593
H -0.24 -1.86 -7.35  0.455
H -1.82 -2.79 -5.63  0.614
H -0.15 -3.20 -1.71  0.390
H 0.15 -4.07 -0.21  0.420
H 0.51 -2.34 -0.32  0.150
H -1.57 -4.33 1.31  0.787
H -3.87 -3.88 2.08  0.528
H -5.22 -2.17 0.93  0.442
H -5.62 -0.98 -1.01  0.603
H -4.37 -0.66 -2.21  0.218
H -4.49 0.35 -0.75  0.124
O -5.70 3.87 -1.48  -0.591
C -4.54 3.19 -1.61  0.355
C -4.28 2.23 -2.60  -0.722
C -3.08 1.57 -2.60  -1.000
N -2.08 1.75 -1.71  2.065
C -2.32 2.74 -0.83  -0.131
Br -1.01 3.28 0.40  -0.009
C -3.50 3.45 -0.73  -1.224
H -6.36 3.55 -2.11  0.355
H -5.02 2.00 -3.34  0.528
H -2.91 0.81 -3.36  0.434
H -3.61 4.20 0.03  0.577
C 5.67 -2.60 -1.20  -1.272
C 4.16 -2.66 -1.14  -0.059
O 3.60 -1.55 -0.45  -0.316
P 3.00 -0.25 -1.20  0.215
S 0.35 0.43 0.18  -0.114
S 1.60 -1.06 -2.56  -0.360
O 4.27 0.00 -2.22  -0.190
C 4.22 0.73 -3.43  0.522
C 4.79 -0.13 -4.55  -1.440
H 6.05 -3.46 -1.74  0.394
H 6.10 -2.60 -0.20  0.313
H 5.98 -1.69 -1.71  0.220
H 3.83 -3.55 -0.57  0.417
H 3.73 -2.72 -2.15  0.168
H 4.82 1.64 -3.30  0.345
H 3.20 1.02 -3.68  -0.351
H 5.82 -0.40 -4.33  0.379
H 4.76 0.42 -5.49  0.421
H 4.20 -1.03 -4.65  0.230
C -1.56 0.54 5.85  -0.783
C -1.32 2.03 5.59  -0.831
C -1.08 2.37 4.11  -0.099
C 0.35 2.12 3.61  -0.322
N 0.81 0.78 3.84  1.057
C 0.34 -0.34 3.24  -0.763
Se -1.03 -0.43 1.99  -0.368
N 1.01 -1.42 3.72  0.828
C 0.67 -2.79 3.45  0.304
C -0.03 -3.42 4.66  -0.380
C -1.09 -4.45 4.25  -0.107
C -0.48 -5.65 3.55  -1.339
C 1.94 -0.98 4.64  0.683
C 2.89 -1.66 5.38  -0.653
C 3.69 -0.91 6.23  -0.722
C 3.55 0.47 6.32  -0.759
C 2.62 1.16 5.56  -0.902
C 1.81 0.42 4.71  0.707
H -2.03 0.39 6.82  0.550
H -0.64 -0.03 5.83  0.041
H -2.23 0.13 5.09  0.179
H -0.48 2.37 6.20  0.267
H -2.20 2.58 5.91  0.404
H -1.28 3.43 3.94  0.594
H -1.78 1.80 3.50  0.020
H 1.04 2.79 4.12  0.553
H 0.38 2.33 2.54  -0.753
H 1.57 -3.34 3.18  0.310
H -0.01 -2.77 2.60  -1.233
H -0.53 -2.63 5.23  0.173
H 0.70 -3.89 5.32  0.446
H -1.80 -3.96 3.59  -0.017
H -1.62 -4.78 5.14  0.431
H 0.03 -5.36 2.63  0.260
H -1.26 -6.36 3.29  0.405
H 0.24 -6.15 4.19  0.407
H 3.02 -2.72 5.28  0.430
H 4.44 -1.40 6.82  0.426
H 4.19 1.02 6.98  0.429
H 2.55 2.23 5.62  0.447

---

2.
C47H58F5NO5 | ωB97M-V/def2-TZVPD

* structure (SMILES): CCC[C@H](C)[C@@H](CCCCCCCCCOC)OC(=O)ON=O.Fc1ccccc1.Fc1ccccc1.Fc1ccccc1.Fc1ccccc1.Fc1ccccc1
* E_HOMO: -9.183 eV
* E_tot: -2755.87676 a.u.
* HOMO-LUMO gap: 8.6 eV

Each line ends with the Mulliken charge.
Cartesian coordinates (Å):
C 6.72 -3.86 1.77  -1.422
C 5.77 -2.73 1.38  -0.010
C 5.57 -2.68 -0.15  -1.090
C 4.28 -1.96 -0.60  1.318
C 3.74 -2.60 -1.88  -1.937
C 4.57 -0.48 -0.80  -0.294
C 3.50 0.31 -1.55  -1.637
C 2.12 0.35 -0.88  -0.431
C 1.99 1.40 0.21  -0.869
C 0.62 1.26 0.91  -0.145
C 0.62 0.13 1.94  -0.153
C -0.77 -0.26 2.44  -1.028
C -1.38 -1.44 1.68  -0.694
C -1.69 -1.14 0.22  0.991
C -2.30 -2.32 -0.57  -0.955
O -2.83 -3.36 0.23  -0.413
C -1.90 -4.40 0.52  -0.617
O 4.78 0.10 0.52  -0.167
C 5.80 0.97 0.58  0.594
O 6.98 0.68 0.62  -0.532
O 5.39 2.30 0.61  -0.165
N 5.62 2.82 1.98  0.244
O 6.22 3.80 1.95  -0.254
H 6.33 -4.81 1.43  0.352
H 6.86 -3.87 2.85  0.409
H 7.69 -3.69 1.31  0.316
H 6.16 -1.77 1.70  0.090
H 4.79 -2.84 1.85  0.302
H 6.43 -2.16 -0.57  0.264
H 5.58 -3.71 -0.52  0.364
H 3.55 -2.10 0.20  -0.051
H 2.74 -2.24 -2.08  0.293
H 4.38 -2.35 -2.73  0.351
H 3.66 -3.68 -1.76  0.525
H 5.52 -0.39 -1.34  0.748
H 3.41 -0.11 -2.56  0.643
H 3.88 1.32 -1.69  0.374
H 1.42 0.61 -1.67  0.350
H 1.89 -0.63 -0.48  0.663
H 2.05 2.42 -0.17  0.424
H 2.74 1.29 0.99  0.184
H 0.44 2.20 1.44  0.361
H -0.15 1.14 0.15  0.028
H 1.19 0.49 2.80  0.512
H 1.17 -0.73 1.56  -0.196
H -0.67 -0.58 3.47  0.276
H -1.45 0.59 2.42  0.317
H -2.24 -1.86 2.20  0.455
H -0.63 -2.24 1.69  0.249
H -0.76 -0.86 -0.28  -0.678
H -2.36 -0.28 0.16  0.190
H -1.58 -2.69 -1.31  0.434
H -3.14 -1.94 -1.16  0.406
H -1.91 -4.52 1.61  0.287
H -0.90 -4.06 0.26  0.350
H -2.18 -5.32 0.02  0.093
F 1.43 3.01 -2.34  0.079
C 1.82 3.67 -3.45  0.363
C 2.58 3.01 -4.39  -0.273
C 2.97 3.69 -5.53  -0.526
C 2.60 5.02 -5.71  -0.531
C 1.84 5.66 -4.75  -0.562
C 1.44 4.99 -3.61  -0.592
H 2.86 1.98 -4.23  0.378
H 3.56 3.18 -6.28  0.382
H 2.91 5.55 -6.61  0.383
H 1.56 6.70 -4.89  0.371
H 0.83 5.47 -2.85  0.538
F -1.60 3.30 0.66  -0.126
C -2.05 4.24 -0.20  0.473
C -2.81 5.28 0.29  -0.729
C -3.28 6.24 -0.59  -0.382
C -2.99 6.14 -1.95  -0.706
C -2.23 5.08 -2.42  -0.559
C -1.75 4.12 -1.54  -0.410
H -3.03 5.34 1.35  0.529
H -3.88 7.06 -0.23  0.412
H -3.36 6.89 -2.64  0.408
H -2.00 5.00 -3.47  0.511
H -1.15 3.29 -1.88  0.546
F -2.32 0.74 4.67  -0.158
C -1.79 1.05 5.87  0.216
C -2.50 0.75 7.01  -0.563
C -1.94 1.07 8.24  -0.355
C -0.70 1.67 8.31  -0.518
C 0.00 1.96 7.14  -0.462
C -0.55 1.64 5.91  -0.077
H -3.48 0.29 6.94  0.423
H -2.49 0.84 9.15  0.359
H -0.27 1.92 9.27  0.372
H 0.97 2.44 7.19  0.368
H -0.02 1.85 4.99  0.415
F -1.24 -10.06 -3.74  -0.317
C -1.95 -8.96 -3.40  0.370
C -2.06 -7.93 -4.30  -0.440
C -2.80 -6.81 -3.95  -0.317
C -3.41 -6.74 -2.70  -0.566
C -3.28 -7.79 -1.81  -0.335
C -2.55 -8.92 -2.15  -0.430
H -1.57 -8.00 -5.26  0.410
H -2.90 -5.99 -4.65  0.366
H -3.98 -5.86 -2.43  0.449
H -3.75 -7.74 -0.83  0.397
H -2.44 -9.76 -1.48  0.409
F -6.34 4.87 -0.72  -0.305
C -6.36 3.56 -0.43  0.347
C -5.55 3.08 0.58  -0.324
C -5.57 1.73 0.88  -0.432
C -6.39 0.87 0.17  -0.678
C -7.20 1.37 -0.85  -0.299
C -7.19 2.72 -1.15  -0.508
H -4.91 3.77 1.12  0.464
H -4.94 1.35 1.67  0.518
H -6.40 -0.19 0.40  0.422
H -7.84 0.70 -1.41  0.369
H -7.82 3.13 -1.93  0.418

---

3.
C47H58MnN10O2Se | ωB97M-V/def2-TZVPD

* E_HOMO (alpha / beta): -9.507 / -9.550 eV
* net charge: +1
* E_tot: -6075.96590 a.u.
* 2S+1: 5
* HOMO-LUMO gap (alpha / beta): 4.6 / 7.1 eV

Each line ends with the Mulliken charge.
Cartesian coordinates (Å):
Mn 0.31 0.74 0.59  1.198
C -6.72 -1.45 0.09  -0.830
O -6.37 -1.09 -1.29  -0.485
C -6.16 0.20 -1.55  0.545
C -6.24 1.14 -0.51  -0.508
C -6.08 2.52 -0.85  -0.421
C -5.74 2.83 -2.17  0.286
C -5.77 1.88 -3.17  -0.506
C -6.07 0.55 -2.86  -0.228
N -5.46 4.24 -2.43  -0.452
N -4.59 4.79 -1.75  -0.535
C -3.74 4.05 -0.88  0.063
C -3.76 4.17 0.49  -0.735
C -2.90 3.40 1.36  -0.697
C -1.87 2.63 0.88  -0.113
O -0.95 1.99 1.61  -0.554
C -1.85 2.53 -0.54  0.000
N -0.88 1.75 -1.00  0.967
C -0.67 1.65 -2.32  -0.993
C -1.37 2.43 -3.22  -1.323
C -2.44 3.21 -2.79  -0.313
C -2.69 3.26 -1.40  0.785
H -6.92 -2.53 0.04  0.227
H -7.65 -0.90 0.34  0.408
H -5.87 -1.24 0.75  0.253
H -6.47 0.89 0.51  0.528
H -6.19 3.21 0.03  0.401
H -5.70 2.23 -4.22  0.460
H -6.21 -0.14 -3.70  0.469
H -4.45 4.90 0.97  0.475
H -3.05 3.46 2.40  0.696
H 0.19 1.07 -2.52  0.468
H -1.05 2.36 -4.27  0.440
H -3.04 3.76 -3.55  0.543
C 5.11 1.97 3.07  -1.376
N 4.05 1.17 2.44  0.624
C 4.20 -0.27 2.69  -1.684
C 2.91 1.63 1.90  0.278
N 1.74 1.01 2.02  1.019
C 1.41 0.36 3.27  -0.709
C 2.02 0.53 4.51  -0.160
C 1.65 -0.16 5.68  -1.050
C 0.60 -1.03 5.66  -0.573
C -0.07 -1.22 4.47  -0.866
C 0.35 -0.63 3.25  -0.337
N -0.27 -0.88 2.03  1.310
C -0.95 -1.98 1.80  0.014
N -0.47 -3.17 2.27  0.350
C 0.96 -3.39 2.70  -0.585
C -1.19 -4.40 2.47  -1.367
N -2.07 -1.94 1.05  0.287
C -2.52 -0.63 0.64  -0.241
C -2.34 -3.06 0.10  -0.671
N 3.04 2.79 1.25  0.353
C 1.83 3.44 0.84  -1.501
C 4.25 3.24 0.58  -1.573
H 5.22 1.62 4.05  0.497
H 4.81 3.00 3.10  0.502
H 6.13 1.91 2.62  0.222
H 4.10 -0.45 3.72  0.564
H 5.11 -0.71 2.21  0.338
H 3.36 -0.76 2.23  0.435
H 2.82 1.30 4.69  0.381
H 2.25 -0.03 6.53  0.503
H 0.24 -1.65 6.49  0.383
H -0.87 -2.00 4.52  0.361
H 1.48 -2.48 2.31  -0.293
H 1.35 -4.32 2.38  0.621
H 1.14 -3.19 3.74  0.303
H -2.25 -4.20 2.56  0.440
H -0.88 -4.90 3.38  0.418
H -1.02 -5.14 1.65  0.360
H -2.58 0.07 1.51  0.473
H -3.49 -0.78 0.17  -0.070
H -1.80 -0.26 -0.04  -0.207
H -1.48 -3.80 0.06  0.307
H -2.48 -2.70 -0.98  -0.221
H -3.23 -3.66 0.35  0.421
H 0.96 3.11 1.43  0.528
H 1.48 3.17 -0.17  0.286
H 2.02 4.56 0.90  0.411
H 4.88 2.44 0.36  0.584
H 4.73 3.99 1.16  0.389
H 3.98 3.72 -0.36  0.453
C 7.82 -0.08 -0.91  -1.549
C 6.34 -0.23 -0.85  0.939
C 5.45 0.63 -1.49  -1.069
C 4.06 0.45 -1.45  0.952
C 3.16 1.35 -2.18  -1.580
C 3.45 -0.67 -0.79  0.717
Se 1.58 -0.99 -0.88  0.308
C 4.41 -1.62 -0.28  0.423
C 3.92 -2.95 0.21  -1.492
C 5.79 -1.38 -0.27  -1.084
H 8.03 -0.11 -1.98  0.373
H 8.38 -0.85 -0.38  0.375
H 8.11 0.92 -0.56  0.341
H 5.86 1.47 -2.04  0.464
H 3.69 2.23 -2.55  0.451
H 2.47 1.69 -1.37  0.095
H 2.58 0.85 -2.98  0.260
H 3.08 -2.89 0.88  -0.110
H 4.80 -3.45 0.67  0.407
H 3.73 -3.55 -0.67  0.456
H 6.52 -2.11 0.25  0.119
N 0.48 -2.84 -4.34  -0.399
C -0.92 -2.66 -4.20  0.334
C -1.38 -1.90 -3.19  -0.113
C -2.73 -1.64 -3.12  -0.274
C -3.61 -2.11 -4.10  -0.698
C -3.14 -2.96 -5.10  -0.860
C -1.81 -3.25 -5.11  -0.450
H 0.69 -3.31 -5.20  0.224
H 1.09 -2.13 -3.94  0.112
H -0.70 -1.56 -2.42  0.291
H -3.08 -1.01 -2.31  0.419
H -4.61 -1.87 -4.02  0.542
H -3.87 -3.32 -5.81  0.399
H -1.41 -3.90 -5.90  0.226

---

4.
C47H58N6O19 | ωB97M-V/def2-TZVPD

* E_HOMO: -3.426 eV
* energy above the lowest of the compared OMol25 structures with the same formula, charge and spin: 0.000 eV
* net charge: -2
* E_tot: -3584.02391 a.u.
* HOMO-LUMO gap: 6.8 eV

Each line ends with the Mulliken charge.
Cartesian coordinates (Å):
O -0.93 0.43 -1.36  -1.382
C 0.20 0.65 -0.57  0.331
C 1.57 -0.04 -0.74  0.684
O 1.64 -1.42 -0.81  -1.757
H -0.22 0.54 0.44  0.230
H 0.44 1.73 -0.60  -0.571
H 2.02 0.27 0.23  -0.811
H 2.20 0.49 -1.47  0.020
C -3.38 0.18 3.20  -0.311
C -3.14 0.40 4.55  -0.902
C -1.89 0.12 5.06  1.038
C -0.86 -0.31 4.23  -0.580
C -1.14 -0.51 2.87  0.221
C -2.39 -0.27 2.34  -0.354
O -2.52 -0.40 0.99  0.342
O -1.68 0.23 6.42  -0.626
H -4.33 0.44 2.74  0.408
H -3.92 0.75 5.21  0.408
H 0.10 -0.62 4.63  0.028
H -0.36 -1.01 2.31  0.514
H -1.74 -0.20 0.46  -0.016
H -0.98 -0.32 6.79  0.303
C 4.53 -5.70 -0.08  -0.948
C 4.17 -4.37 -0.15  0.380
C 4.58 -3.54 -1.19  -0.121
C 5.41 -4.06 -2.16  -0.583
C 5.75 -5.42 -2.14  -0.708
C 5.29 -6.23 -1.12  0.940
O 5.58 -7.57 -1.15  -0.577
O 4.20 -2.25 -1.16  0.609
H 4.28 -6.36 0.75  0.553
H 3.64 -3.98 0.70  0.060
H 5.73 -3.43 -2.98  0.472
H 6.48 -5.72 -2.88  0.274
H 6.04 -7.77 -1.98  0.279
H 3.25 -2.03 -0.94  -0.127
C -2.51 4.60 -3.52  -0.418
C -2.02 5.52 -4.44  -0.612
C -0.64 5.60 -4.68  0.496
C 0.21 4.78 -3.97  -0.770
C -0.26 3.71 -3.20  -0.380
C -1.63 3.66 -2.98  0.530
O -2.19 2.64 -2.27  -0.227
O -0.13 6.57 -5.51  -0.604
H -3.50 4.72 -3.11  0.347
H -2.68 6.27 -4.86  0.386
H 1.27 4.85 -4.21  0.380
H 0.40 2.97 -2.78  0.572
H -1.66 1.82 -2.04  0.291
H 0.70 6.94 -5.20  0.315
C 0.94 -4.82 -0.01  -0.323
C 1.16 -6.14 0.41  -0.210
C 0.17 -6.93 0.97  0.214
C -1.04 -6.29 1.34  -0.455
C -1.26 -4.97 0.99  -1.001
C -0.24 -4.22 0.37  0.337
O -0.47 -2.97 -0.06  -0.066
O 0.35 -8.25 1.26  -0.571
H 1.69 -4.20 -0.48  0.632
H 2.05 -6.66 0.08  0.476
H -1.73 -6.89 1.94  0.272
H -2.17 -4.43 1.22  0.499
H 0.32 -2.43 -0.28  0.085
H -0.47 -8.71 1.42  0.310
C -5.35 5.67 1.08  -0.662
C -4.10 5.08 1.13  -0.181
C -3.80 4.08 0.21  0.045
C -4.70 3.78 -0.81  -0.319
C -5.99 4.35 -0.87  -1.062
C -6.25 5.34 0.09  0.689
O -7.52 5.90 0.05  -0.571
O -2.62 3.42 0.38  -0.744
H -5.59 6.48 1.76  0.272
H -3.41 5.46 1.88  0.472
H -4.44 3.06 -1.58  1.078
H -6.75 3.96 -1.53  0.467
H -7.53 6.75 0.51  0.291
H -2.47 2.78 -0.36  -0.014
C -6.69 -1.58 -1.33  -0.563
C -5.38 -1.74 -1.70  -0.404
C -4.40 -0.79 -1.38  0.029
C -4.77 0.31 -0.62  0.094
C -6.13 0.49 -0.30  -0.858
C -7.11 -0.42 -0.67  0.589
O -8.41 -0.32 -0.23  -0.622
O -3.16 -1.09 -1.75  -0.564
H -7.47 -2.31 -1.51  0.372
H -5.09 -2.71 -2.07  0.384
H -4.03 1.03 -0.31  0.818
H -6.35 1.37 0.30  0.303
H -8.64 0.58 0.00  0.290
H -2.42 -0.50 -1.48  0.181
C 3.00 -0.65 4.51  -0.792
C 3.25 -1.85 5.20  -0.433
C 3.11 -3.06 4.54  -0.269
C 2.81 -3.13 3.18  -0.346
C 2.41 -1.96 2.53  1.282
C 2.61 -0.76 3.18  -0.373
O 2.40 0.38 2.46  -0.606
O 3.46 -4.28 5.14  -0.553
H 3.08 0.34 4.94  0.472
H 3.48 -1.86 6.26  0.431
H 2.92 -4.08 2.66  0.631
H 2.16 -1.82 1.49  0.225
H 1.96 0.19 1.62  -0.092
H 2.70 -4.47 5.70  0.331
C 5.95 1.04 0.51  0.431
O 6.63 1.74 1.26  -0.722
N 5.93 -0.31 0.58  -0.246
N 4.87 1.52 -0.19  -0.347
H 5.36 -0.97 0.08  0.130
H 6.60 -0.71 1.23  0.203
H 4.09 0.91 -0.38  0.245
H 4.73 2.49 0.04  0.256
C 0.35 5.76 -0.17  0.366
O 1.08 6.74 -0.41  -0.755
N -0.99 5.81 -0.27  -0.131
N 0.85 4.53 0.13  -0.253
H -1.42 6.70 -0.46  0.189
H -1.53 4.99 -0.03  0.223
H 0.27 3.76 -0.17  0.149
H 1.85 4.46 0.12  0.245
C 4.54 0.40 -4.23  0.473
O 5.13 1.14 -5.01  -0.715
N 5.17 -0.56 -3.48  -0.290
N 3.18 0.39 -4.10  -0.261
H 4.69 -0.98 -2.69  0.223
H 6.14 -0.43 -3.23  0.265
H 2.72 -0.33 -3.56  0.199
H 2.74 1.04 -4.72  0.182